(1)
C2H4NO2 | ωB97M-V/def2-TZVPD

Computed properties:
Charge   -1
HOMO-LUMO gap   0.2735 Ha
2S+1   1
Energy relative to the best compared isomer or geometry (same formula, charge and spin)   2.1586 eV
Electronic energy   -283.83169 Eh

```
9
Properties=species:S:1:pos:R:3:mulliken_charge:R:1
O 1.26 -0.74 0.63 -0.66
C 1.64 -0.32 -0.47 0.03
N 1.04 0.42 -1.40 -0.76
C -1.45 0.20 0.46 -0.01
O -2.52 0.51 0.94 -0.51
H 2.70 -0.63 -0.81 0.35
H 1.25 -0.08 -2.26 0.15
H -0.73 0.94 0.09 0.23
H -1.21 -0.87 0.39 0.19
```

=====

(2)
C29H38IrN4O2P2 | ωB97M-V/def2-TZVPD

Computed properties:
Charge   +2
HOMO-LUMO gap (spin up / spin down)   0.1826 / 0.1163 Ha
2S+1   6
Energy relative to the best compared isomer or geometry (same formula, charge and spin)   0.0000 eV
Electronic energy   -2283.51773 Eh

```
76
Properties=species:S:1:pos:R:3:lowdin_spin:R:1
Ir 0.85 -2.06 0.49 0.78
C -0.98 3.49 -3.17 0.05
C -0.32 3.93 -2.10 0.04
C -0.97 4.49 -0.88 0.04
C -2.36 3.89 -0.54 0.10
C -2.56 2.41 -0.70 0.73
C -2.94 1.80 -1.82 0.75
C -3.43 2.64 -2.97 0.11
C -2.44 3.73 -3.47 0.04
C 0.10 -3.98 0.79 0.04
H -0.45 2.99 -3.98 0.00
H 0.77 4.07 -2.15 0.00
H -1.10 5.58 -1.00 0.00
H -0.30 4.36 -0.01 0.00
H -2.50 4.09 0.54 0.00
H -3.12 4.48 -1.08 0.02
H -2.61 1.90 0.26 0.04
H -3.10 0.72 -1.90 0.04
H -4.36 3.16 -2.67 0.04
H -3.70 2.02 -3.83 0.00
H -2.53 3.73 -4.57 0.00
H -2.78 4.72 -3.14 0.00
H 0.55 -4.64 0.02 0.01
H -0.99 -4.13 0.80 0.01
H 0.55 -4.24 1.77 0.01
P -0.91 -1.23 1.38 0.01
P 1.74 -0.04 0.35 0.00
N -2.41 -1.63 0.57 0.03
N -1.18 -1.64 3.04 0.03
N 1.77 0.26 -1.38 0.05
N 3.39 0.28 0.67 0.00
C -0.73 0.56 1.36 0.02
C 0.70 1.13 1.27 0.00
C -2.45 -2.51 -0.51 0.20
C -3.78 -2.80 -0.79 0.08
C -4.59 -2.05 0.11 0.06
C -3.72 -1.33 0.94 0.21
C -1.33 -2.96 3.50 0.15
C -1.36 -2.95 4.88 0.04
C -1.26 -1.59 5.31 0.06
C -1.15 -0.81 4.17 0.13
C 1.64 -0.70 -2.39 0.32
C 1.40 -0.05 -3.59 0.07
C 1.49 1.36 -3.33 0.16
C 1.68 1.51 -1.97 0.31
C 4.24 1.23 0.09 0.00
C 5.49 1.14 0.69 0.00
C 5.40 0.12 1.69 0.00
C 4.11 -0.37 1.68 0.00
H -1.26 0.97 2.22 0.00
H -1.24 0.88 0.44 0.01
H 0.72 2.12 0.79 0.00
H 1.15 1.24 2.27 0.00
H -1.54 -2.87 -0.95 0.02
H -4.11 -3.48 -1.56 0.00
H -5.66 -2.04 0.15 0.00
H -3.94 -0.63 1.74 0.01
H -1.36 -3.78 2.80 0.00
H -1.43 -3.83 5.51 0.00
H -1.24 -1.23 6.33 0.00
H -1.02 0.26 4.05 0.00
H 1.70 -1.75 -2.15 0.02
H 1.15 -0.54 -4.52 0.00
H 1.40 2.18 -4.03 0.00
H 1.67 2.40 -1.35 0.01
H 3.89 1.87 -0.70 0.00
H 6.36 1.74 0.46 0.00
H 6.19 -0.23 2.34 0.00
H 3.63 -1.14 2.26 0.00
C 4.46 -4.08 0.01 0.00
C 3.25 -3.34 0.53 0.00
O 2.98 -3.24 1.75 0.09
O 2.51 -2.80 -0.40 0.03
H 4.93 -4.65 0.82 0.00
H 5.18 -3.37 -0.42 0.00
H 4.16 -4.75 -0.80 0.00
```